## w
This record from the OMol25 dataset describes C4H9N3 in the gas phase. The level of theory is wB97M-V/def2-TZVPD.

```
16
Properties=species:S:1:pos:R:3:nbo_charge:R:1
N -2.655 -0.562 -0.002 -0.714
N 1.083 -1.768 0.005 -0.724
N -0.429 -0.071 0.002 -0.448
C 0.874 -0.516 0.001 0.475
C -0.828 1.321 0.006 -0.413
C 1.960 0.534 -0.005 -0.685
C -1.460 -0.974 -0.002 0.282
H 2.062 -2.032 0.003 0.347
H -1.446 1.514 -0.873 0.218
H 1.890 1.159 -0.894 0.229
H -3.350 -1.301 -0.005 0.352
H -1.111 -2.008 -0.005 0.205
H -1.445 1.509 0.886 0.217
H 2.932 0.044 -0.006 0.227
H 0.026 1.987 0.007 0.203
H 1.897 1.164 0.881 0.229
```

The charge is 0. The value obtained for the HOMO energy is -8.831 eV. The LUMO energy comes out at 0.881 eV. As for the SMILES: [H]/N=C/N(C)/C(C)=N/[H].

## x
This record from the OMol25 dataset describes C4H9N3 in the gas phase. The level of theory is wB97M-V/def2-TZVPD.

```
16
Properties=species:S:1:pos:R:3:nbo_charge:R:1
N -0.455 1.339 -1.640 -0.852
N 0.488 -0.831 -0.157 -0.634
N -2.194 1.569 -0.133 -0.667
C 1.009 -0.500 1.083 0.002
C -0.910 -0.570 -0.448 -0.327
C 2.126 -0.999 1.606 -0.507
C -1.175 0.915 -0.501 0.419
H -1.607 -1.068 0.240 0.198
H 2.665 -1.804 1.130 0.189
H -0.623 2.302 -1.893 0.387
H -0.888 -0.541 -1.674 0.281
H 0.489 0.320 1.564 0.193
H 0.842 -1.700 -0.531 0.382
H -2.835 1.026 0.438 0.342
H 2.530 -0.610 2.523 0.209
H 0.538 1.151 -1.608 0.387
```

The charge is 0. The value obtained for the HOMO energy is -8.369 eV. The LUMO energy comes out at 0.875 eV. As for the SMILES: [H]/N=C(/N)CNC=C.

Verdict on stability: x comes out at the bottom.

## w
This record from the OMol25 dataset describes C4H9N3 in the gas phase. The level of theory is wB97M-V/def2-TZVPD.

```
16
Properties=species:S:1:pos:R:3:nbo_charge:R:1
N -1.174 -1.861 -1.964 -0.825
N -1.485 -0.577 -0.030 -0.778
N 0.277 1.111 0.832 -0.615
C 0.632 -0.589 -0.969 -0.456
C 1.047 0.305 -0.026 0.119
C -0.721 -1.059 -0.928 0.421
C 0.801 1.845 1.866 -0.390
H -0.735 0.859 0.776 0.451
H 1.919 1.980 1.638 0.195
H -0.508 -2.275 -2.568 0.391
H 0.710 1.284 2.857 0.174
H 1.461 -0.960 -1.664 0.220
H 0.154 2.785 2.021 0.203
H -2.445 -0.935 -0.319 0.321
H 2.140 0.455 0.227 0.185
H -2.073 -2.368 -1.750 0.385
```

The charge is 0. The value obtained for the HOMO energy is -7.674 eV. The LUMO energy comes out at 1.096 eV. As for the SMILES: [H]/N=C(N)/C=C\NC.

## x
This record from the OMol25 dataset describes 2 unconnected molecules or ions with the total composition C4H9N3. The level of theory is wB97M-V/def2-TZVPD.

```
16
Properties=species:S:1:pos:R:3:nbo_charge:R:1
N 1.484 -1.183 -1.688 -0.625
N 1.649 0.720 1.041 -0.393
N 0.901 0.004 -1.201 -0.335
C 1.094 0.431 0.066 0.414
C -1.282 0.432 2.187 -0.384
C -1.921 -0.741 2.279 -0.404
C 0.323 0.863 -2.211 -0.391
H 1.101 -1.984 -1.187 0.362
H -0.213 0.468 2.313 0.218
H -1.807 1.362 2.353 0.190
H 2.494 -1.177 -1.578 0.356
H 1.000 0.940 -3.063 0.204
H 0.161 1.863 -1.815 0.215
H -0.607 0.428 -2.588 0.198
H -2.967 -0.771 2.547 0.186
H -1.411 -1.654 2.545 0.189
```

The charge is 0. The value obtained for the HOMO energy is -9.307 eV. The LUMO energy comes out at 0.833 eV. As for the SMILES: CN(N)C#N.C=C.

## y
This record from the OMol25 dataset describes C4H9N3 in the gas phase. The level of theory is wB97M-V/def2-TZVPD.

```
16
Properties=species:S:1:pos:R:3:nbo_charge:R:1
N -1.957 -0.362 -0.098 -0.467
N 1.419 -1.372 -0.466 -0.808
N 1.544 1.478 0.252 -0.824
C -0.954 -1.292 0.328 -0.311
C -0.900 1.418 -0.025 -0.504
C 0.360 -0.629 -0.021 0.157
C 0.349 0.752 0.073 0.083
H -1.962 1.630 -0.018 0.271
H 2.379 0.927 0.387 0.374
H 1.697 2.224 -0.409 0.373
H -0.730 2.496 -0.135 0.186
H -0.938 -1.555 1.400 0.181
H 2.059 -0.943 -1.118 0.386
H -2.602 -0.177 0.667 0.315
H 1.285 -2.366 -0.576 0.388
H -1.050 -2.229 -0.241 0.199
```

The charge is 0. The value obtained for the HOMO energy (spin up / spin down) is -7.608 / -6.061 eV. The LUMO energy (spin up / spin down) comes out at 0.791 / 0.300 eV.

## z
This record from the OMol25 dataset describes C4H9N3 in the gas phase. The level of theory is wB97M-V/def2-TZVPD.

```
16
Properties=species:S:1:pos:R:3:nbo_charge:R:1
N -2.700 -0.968 0.147 -0.405
N 1.538 -0.342 1.246 -0.831
N -0.564 0.261 0.356 -0.505
C -1.001 1.943 -0.080 -0.361
C 0.797 -0.195 0.001 0.124
C 0.682 -1.417 -0.875 -0.628
C -1.674 -0.462 0.272 0.404
H 1.174 0.622 -0.494 0.174
H 0.232 -1.287 -1.932 0.234
H 1.725 -1.832 -0.902 0.221
H -0.432 2.614 0.483 0.205
H 1.597 -1.345 1.469 0.361
H -0.467 2.232 -0.993 0.197
H -2.023 2.099 -0.186 0.219
H 1.026 0.171 1.938 0.378
H 0.090 -2.096 -0.449 0.213
```

The charge is 0. The value obtained for the HOMO energy is -9.219 eV. The LUMO energy comes out at 0.791 eV. As for the SMILES: C[C@H](N)N(C)C#N.

Verdict on stability: y comes out at the bottom.

## w
This record from the OMol25 dataset describes C4H9N3 in the gas phase. The level of theory is wB97M-V/def2-TZVPD.

```
16
Properties=species:S:1:pos:R:3:nbo_charge:R:1
N -1.042 -1.433 -1.405 -0.729
N 2.001 -0.624 0.153 -0.803
N -1.374 0.097 1.575 -0.852
C -0.173 -0.654 -0.946 0.445
C 0.004 -0.084 1.416 -0.148
C -0.061 0.967 -1.439 -0.725
C 0.640 -0.386 0.234 0.042
H 0.544 -0.319 2.331 0.178
H 0.641 1.667 -0.987 0.218
H -1.695 0.079 2.539 0.377
H 2.382 -0.668 -0.784 0.382
H -1.833 -1.654 -0.788 0.417
H -1.757 0.921 1.120 0.367
H -1.078 1.349 -1.351 0.223
H 0.245 0.833 -2.480 0.221
H 2.557 -0.092 0.811 0.387
```

The charge is 0. The value obtained for the HOMO energy is -6.846 eV. The LUMO energy comes out at 0.354 eV. As for the SMILES: [H]/N=C(C)\C(N)=C/N.

## x
This record from the OMol25 dataset describes 3 unconnected molecules or ions with the total composition C4H9N3. The level of theory is wB97M-V/def2-TZVPD.

```
16
Properties=species:S:1:pos:R:3:nbo_charge:R:1
N -1.253 -2.660 1.505 -0.748
N -0.271 0.790 -1.871 -0.716
N 0.580 -1.524 0.692 -0.832
C 1.029 1.973 0.329 -0.177
C -0.719 -1.586 1.079 0.279
C -0.122 2.133 0.711 -0.424
C 0.983 0.591 -1.710 -0.065
H 2.081 1.832 0.359 0.235
H -0.726 1.287 -1.068 0.397
H 1.143 -2.347 0.830 0.397
H -1.210 -0.604 1.043 0.143
H 1.470 0.165 -2.597 0.134
H -0.859 2.635 1.296 0.246
H -2.233 -2.532 1.736 0.338
H -0.850 0.503 -2.656 0.380
H 0.956 -0.655 0.321 0.413
```

The charge is 0. The value obtained for the HOMO energy is -8.511 eV. The LUMO energy comes out at 0.909 eV.

Verdict on stability: x comes out at the bottom.